Formula: C23H20F9N4O6P
Source: the Open Molecules 2025 dataset
Level of theory: wB97M-V/def2-TZVPD

Results
structure (SMILES)	[H]/N=C(/C)Cc1c(CN)cc2c(c1P(=O)(O)O)C(=O)c1cc(C(F)(F)C(F)(F)C(F)(F)C(F)(F)F)ccc1C2=O.NC(N)=O
max |F|	0.70	eV/A
orbital gap	0.290	hartree
LUMO	-1.603	eV
HOMO level	-9.50	eV

The geometry in XYZ format:
```
63
C23H20F9N4O6P, DFT wB97M-V/def2-TZVPD
C -0.400 0.076 5.593
C -1.357 0.330 4.464
N -2.213 -0.560 4.178
C -1.294 1.673 3.747
C -1.656 1.574 2.280
C -2.809 2.260 1.844
C -3.613 3.131 2.776
N -2.872 4.301 3.278
C -3.239 2.139 0.533
C -2.580 1.293 -0.345
C -1.467 0.591 0.089
C -0.944 0.780 1.361
P 0.680 0.005 1.665
O 1.559 0.075 0.490
O 0.473 -1.416 2.321
O 1.366 0.755 2.907
C -0.930 -0.440 -0.841
O -0.518 -1.505 -0.439
C -1.047 -0.136 -2.291
C -0.126 -0.673 -3.174
C -0.247 -0.409 -4.531
C 0.686 -0.979 -5.585
F 0.212 -2.171 -6.036
F 0.683 -0.141 -6.653
C 2.201 -1.173 -5.186
F 2.495 -0.421 -4.105
F 2.960 -0.734 -6.211
C 2.718 -2.628 -4.933
F 2.571 -3.353 -6.054
F 4.040 -2.502 -4.673
C 2.135 -3.433 -3.740
F 2.652 -4.659 -3.769
F 2.463 -2.847 -2.583
F 0.804 -3.529 -3.813
C -1.306 0.375 -4.986
C -2.240 0.891 -4.104
C -2.107 0.647 -2.746
C -3.088 1.154 -1.748
O -4.225 1.450 -2.039
H -0.949 -0.289 6.457
H 0.167 0.966 5.861
H 0.313 -0.690 5.286
H -2.801 -0.270 3.395
H -1.979 2.338 4.268
H -0.311 2.115 3.881
H -3.964 2.528 3.619
H -4.509 3.464 2.255
H -1.960 4.369 2.853
H -3.377 5.157 3.115
H -4.114 2.679 0.198
H -0.281 -1.876 1.926
H 1.366 1.706 2.747
H 0.671 -1.268 -2.763
H -1.422 0.586 -6.038
H -3.074 1.475 -4.465
C 4.899 -1.801 2.806
O 5.877 -2.262 3.368
N 4.611 -2.050 1.492
N 3.998 -0.985 3.434
H 3.815 -1.660 1.018
H 5.244 -2.642 0.989
H 4.163 -0.757 4.395
H 3.195 -0.624 2.960
```